No. 1
Computed, not measured: a structure of composition C8H18N6O2PtS3Sb at a distorted geometry, with ωB97M-V/def2-TZVPD.

Computed properties:
Highest occupied orbital energy (spin up / spin down) ... -6.789 / -6.867 eV
Electronic energy ... -63913.693 eV
Spin multiplicity ... 2
Net charge ... 0
Gap between HOMO and LUMO (spin up / spin down) ... 6.410 / 5.996 eV
⟨S²⟩ ... 0.758
Energy relative to the best compared isomer or geometry (same formula, charge and spin) ... 13.8 kcal per mole

Last column: natural (NBO) charge in e.
Atoms and positions in Å:
Pt -0.9231 -0.7096 1.0891  0.8702
C -3.2671 -0.7927 -3.1187  -0.2557
O -3.8015 -1.2967 -1.8806  -0.4830
C -2.9599 -1.3355 -0.8642  0.9160
O -1.7725 -1.0058 -0.9528  -0.6995
N -3.5432 -1.8129 0.2560  -0.4562
N -2.8355 -1.7889 1.4637  -0.6463
H -4.0661 -0.9130 -3.8415  0.2083
H -2.3918 -1.3660 -3.4141  0.1986
H -3.0058 0.2573 -3.0075  0.2014
H -4.5419 -1.9532 0.2611  0.4159
H -2.7748 -2.7096 1.8874  0.4080
H -3.2475 -1.1162 2.1309  0.4671
S -3.7171 -0.3319 4.6037  -0.9050
Sb -1.8805 0.8422 4.0232  0.9098
S -0.3395 -1.0271 3.2210  -0.6089
S -2.3252 1.1485 1.5871  -0.7877
C 1.2747 -0.4841 -0.9590  -0.0820
N 0.8997 0.0929 0.3681  -0.4662
C 2.0555 -0.1236 1.3068  -0.0829
N 3.2674 0.4836 0.7946  -0.4572
C 3.5731 -0.0987 -0.5113  -0.0791
N 2.4867 0.1210 -1.4722  -0.4567
C 2.2770 1.5674 -1.5991  -0.0788
N 1.9459 2.1833 -0.3144  -0.4578
C 0.7329 1.5781 0.1963  -0.0814
C 3.0402 1.9201 0.6231  -0.0793
H 0.4488 -0.3124 -1.6471  0.2195
H 1.4165 -1.5582 -0.8321  0.2111
H 2.1954 -1.1981 1.4229  0.2150
H 1.7858 0.2949 2.2726  0.2439
H 3.7383 -1.1713 -0.3968  0.2023
H 4.4835 0.3577 -0.9015  0.2039
H 1.4654 1.7515 -2.3053  0.2010
H 3.1903 2.0207 -1.9860  0.2044
H -0.0915 1.7440 -0.4969  0.2188
H 0.4579 1.9986 1.1613  0.2371
H 2.7973 2.3624 1.5900  0.2091
H 3.9523 2.3813 0.2423  0.2026

=====

No. 2
Computed, not measured: the ion C4H7ClN3 with charge +1 at a distorted geometry, with ωB97M-V/def2-TZVPD.

Computed properties:
Highest occupied orbital energy ... -12.579 eV
Electronic energy ... -21244.358 eV
Net charge ... +1
Gap between HOMO and LUMO ... 7.887 eV
Energy relative to the best compared isomer or geometry (same formula, charge and spin) ... 57.9 kcal per mole

Last column: natural (NBO) charge in e.
Atoms and positions in Å:
N -1.2826 1.2721 -0.0309  -0.7532
C -0.6899 -0.0724 0.1833  0.2014
N -0.3416 -0.6465 -0.9270  -0.3548
C 0.4501 -1.7604 -0.8996  -0.1019
C 1.6022 -1.8054 -0.2043  -0.0265
N 2.0026 -0.8887 0.6805  -0.3899
C 2.0839 0.3545 0.7396  0.0903
Cl 1.9810 1.3972 -0.6050  -0.0143
H -1.9578 1.6960 0.7667  0.4795
H -1.5804 1.2350 -0.9530  0.4588
H -0.3314 1.8229 -0.0481  0.4703
H -0.8310 -0.4831 1.1715  0.2244
H 0.3255 -2.4776 -1.6399  0.2420
H 2.0085 -2.8457 -0.1608  0.2574
H 2.3181 0.9716 1.5691  0.2163

=====

No. 3
Computed, not measured: a structure of composition C38H51Br22FO2 at a distorted geometry, with ωB97M-V/def2-TZVPD.

Computed properties:
Highest occupied orbital energy ... -8.607 eV
Electronic energy ... -1587976.593 eV
Net charge ... 0
Gap between HOMO and LUMO ... 8.253 eV
Energy relative to the best compared isomer or geometry (same formula, charge and spin) ... 0.0 kcal per mole

Last column: Mulliken charge in e.
Atoms and positions in Å:
C 7.5923 4.4456 -3.3599  -0.3931
C 6.4642 4.6234 -3.7904  -0.8554
C 5.0891 4.2903 -4.3400  0.5430
C 4.8372 4.1341 -5.7614  -0.9452
C 3.5282 3.7945 -6.2541  -0.7233
C 2.4359 3.6156 -5.3022  0.5953
C 2.6888 3.7808 -3.8653  0.4122
C 4.0222 4.1300 -3.3698  0.6738
F 4.2280 4.2731 -2.0304  -0.2893
C 1.4110 3.5363 -2.9558  0.2328
O 1.1155 4.2434 -2.0211  -0.5294
C 0.5249 2.3165 -3.4220  0.6899
C -0.0556 1.3609 -2.4815  -0.9834
C -0.8548 0.2895 -3.0577  -0.3517
C -1.1133 0.1669 -4.4951  -0.5273
C -0.5332 1.1189 -5.4070  -0.8143
C 0.2941 2.1715 -4.8561  0.4800
C 0.9898 3.2121 -5.7720  0.0605
O 0.4399 3.6700 -6.7595  -0.5892
H 8.6185 4.4320 -2.9767  0.5313
H 5.6575 4.2870 -6.5001  0.4162
H 3.2900 3.6590 -7.3312  0.1044
H 0.1178 1.4625 -1.3839  0.5557
H -1.3079 -0.4882 -2.4075  0.1824
H -1.7603 -0.6547 -4.8802  0.5546
H -0.6790 1.0756 -6.5240  0.5900
Br 0.0366 -0.8688 -8.1102  -0.0509
C 0.3521 -2.7958 -8.0643  -0.5542
C -0.8615 -3.5547 -7.5907  -0.6368
Br -1.0826 -3.4286 -5.6665  -0.0078
H 1.2297 -2.9542 -7.4416  0.3486
H 0.5876 -3.0657 -9.0935  0.3413
H -0.7477 -4.6197 -7.7920  0.3410
H -1.7879 -3.2017 -8.0381  0.3609
Br -1.5389 -7.0281 -3.9651  -0.1294
C -0.2410 -6.2615 -2.7315  -0.6235
C -0.9171 -5.4503 -1.6567  -0.5850
Br -1.4954 -3.7185 -2.3321  -0.0986
H 0.4599 -5.6817 -3.3284  0.3542
H 0.2771 -7.1162 -2.2976  0.3655
H -0.2183 -5.2215 -0.8524  0.3476
H -1.7958 -5.9373 -1.2402  0.3681
Br 3.0680 -1.5920 -3.8597  -0.1777
C 4.4175 -0.8116 -2.6900  -0.6019
C 3.7850 0.0400 -1.6212  -0.3280
Br 3.2120 1.7583 -2.3424  0.0571
H 5.1081 -0.2598 -3.3251  0.3904
H 4.9372 -1.6614 -2.2471  0.4443
H 4.5070 0.2845 -0.8439  -0.0859
H 2.9114 -0.4229 -1.1641  0.3367
Br -2.5290 -0.3976 0.9942  -0.1038
C -1.6151 -0.2091 2.6980  -0.0251
C -0.4954 0.7837 2.5804  -0.1289
Br 1.0322 -0.0061 1.6551  -0.1815
H -1.2820 -1.2006 2.9965  0.1397
H -2.3730 0.1370 3.3988  0.0740
H -0.1254 1.0641 3.5685  -0.2843
H -0.7715 1.6811 2.0304  0.4860
Br 5.6638 2.6176 0.7285  -0.1051
C 6.9453 1.2166 0.3009  -0.4577
C 8.3112 1.7833 0.0293  -0.5757
Br 8.4056 2.5958 -1.7443  -0.1114
H 6.5402 0.6622 -0.5421  0.1692
H 6.9653 0.5725 1.1797  0.4077
H 9.0585 0.9895 0.0202  0.3409
H 8.6090 2.5478 0.7430  0.4194
Br -0.2376 1.1521 5.9309  -0.0975
C 0.6407 -0.2102 7.0131  -0.3012
C 1.8133 -0.8176 6.2887  -0.6488
Br 1.2297 -2.0850 4.9292  -0.1192
H -0.1204 -0.9392 7.2830  0.0722
H 0.9729 0.3114 7.9103  0.3448
H 2.4270 -1.4001 6.9751  0.4047
H 2.4362 -0.0803 5.7872  0.3817
Br -2.3273 -3.2238 7.2293  -0.0732
C -2.4224 -4.8598 6.1746  -0.7502
C -1.8991 -4.6423 4.7794  -0.1661
Br -3.1968 -3.6939 3.6768  -0.1305
H -3.4580 -5.1916 6.1973  0.4035
H -1.8039 -5.5789 6.7109  0.4047
H -1.7409 -5.5959 4.2764  0.3825
H -0.9775 -4.0653 4.7528  -0.0524
Br -7.8848 -0.1155 6.5434  -0.1819
C -6.7078 -1.6241 6.1716  -0.5647
C -5.2746 -1.1837 6.0327  0.0564
Br -4.9507 -0.3406 4.3079  -0.0874
H -7.0936 -2.1143 5.2805  0.3920
H -6.8223 -2.2900 7.0267  0.3667
H -4.6064 -2.0434 6.0563  -0.3982
H -4.9690 -0.4710 6.7956  0.4345
Br -5.3954 -2.6373 10.6549  -0.1169
C -4.5128 -3.9798 11.7573  -0.5745
C -3.3177 -4.5676 11.0535  -0.5416
Br -3.8570 -5.8464 9.6888  -0.1368
H -5.2648 -4.7213 12.0167  0.3659
H -4.2046 -3.4501 12.6581  0.3344
H -2.7037 -5.1376 11.7501  0.3491
H -2.7003 -3.8199 10.5599  0.3056
Br -10.1243 3.3185 3.6069  -0.1261
C -9.2258 3.5210 5.3229  -0.1535
C -8.1046 4.5239 5.2413  -0.6035
Br -6.5413 3.7690 4.3600  -0.1093
H -8.8926 2.5306 5.6245  -0.0741
H -9.9989 3.8653 6.0094  0.3432
H -7.7633 4.7988 6.2390  0.3347
H -8.3735 5.4241 4.6937  0.3731
Br 5.1029 4.1251 -10.4066  -0.1559
C 3.4344 4.5167 -11.3353  -0.5583
C 2.5692 5.4549 -10.5342  -0.6287
Br 1.6925 4.5295 -9.0617  0.0229
H 2.9549 3.5625 -11.5407  0.3607
H 3.7344 4.9778 -12.2760  0.3558
H 1.7583 5.8462 -11.1482  0.3301
H 3.1238 6.2844 -10.1014  0.3715

=====

No. 4
Computed, not measured: a cluster of 2 separate species, C9H14 in total at a distorted geometry, with ωB97M-V/def2-TZVPD.

Computed properties:
Highest occupied orbital energy ... -9.061 eV
Electronic energy ... -9558.196 eV
Net charge ... 0
Gap between HOMO and LUMO ... 10.177 eV
Energy relative to the best compared isomer or geometry (same formula, charge and spin) ... 45.8 kcal per mole

Last column: natural (NBO) charge in e.
Atoms and positions in Å:
C 1.8157 0.5298 -0.7720  -0.6101
C 0.9966 -0.0414 0.4189  -0.0308
C 0.9633 -1.4155 0.6008  -0.2035
C -0.0045 -1.9900 1.4260  -0.2030
C -0.8618 -1.0922 2.0855  -0.2057
C -0.7381 0.3071 1.9539  -0.1908
C 0.1809 0.7940 1.0387  -0.2131
H 1.6888 1.6475 -0.6725  0.2054
H 1.3039 0.3960 -1.6494  0.2062
H 2.8277 0.1402 -0.7565  0.2184
H 1.6464 -2.0621 0.0225  0.2087
H 0.0027 -2.9906 1.6996  0.2099
H -1.6445 -1.5408 2.5602  0.2001
H -1.2840 0.8747 2.5343  0.1986
H 0.1877 1.8840 0.7932  0.2092
C -1.3102 1.6895 -2.0911  -0.6256
C -0.7741 0.4225 -2.8412  -0.5899
H -1.2471 1.5924 -1.0173  0.2195
H -0.7597 2.5012 -2.4325  0.2004
H -2.2640 1.9737 -2.6816  0.2116
H 0.0510 0.0149 -2.4096  0.1846
H -1.5823 -0.2703 -2.9769  0.2038
H -0.5334 0.6157 -3.9305  0.1963

=====

No. 5
Computed, not measured: a cluster of 2 separate species, C3H6BrNO2 in total at a distorted geometry, with ωB97M-V/def2-TZVPD.

Computed properties:
Highest occupied orbital energy ... -8.249 eV
Electronic energy ... -78834.103 eV
Net charge ... 0
Gap between HOMO and LUMO ... 8.830 eV
Energy relative to the best compared isomer or geometry (same formula, charge and spin) ... 36.8 kcal per mole

Last column: natural (NBO) charge in e.
Atoms and positions in Å:
H -0.4815 0.6174 0.8580  0.3920
N 0.0949 -0.1365 1.2558  -0.6754
C 0.2298 -0.1521 2.5085  0.0640
Br 1.3145 -1.5875 3.0543  0.0368
H -0.2175 0.4098 3.3290  0.2051
C -1.0677 -0.4666 -1.2416  -0.6834
C 0.0579 0.1513 -1.5656  0.6000
O -0.0439 1.1574 -2.3988  -0.6749
O 1.2631 0.1193 -1.0546  -0.7045
H -1.9972 -0.1568 -1.7261  0.2237
H -1.0807 -1.2207 -0.4850  0.2103
H 0.8033 1.6786 -2.3284  0.4863
H 1.1251 -0.4137 -0.2052  0.5201

=====

No. 6
Computed, not measured: a cluster of 2 separate species, C5H13NO in total, with ωB97M-V/def2-TZVPD.

Computed properties:
Highest occupied orbital energy (spin up / spin down) ... 1.340 / -3.425 eV
Electronic energy ... -8930.729 eV
Spin multiplicity ... 2
Net charge ... -1
Gap between HOMO and LUMO (spin up / spin down) ... 2.048 / 6.721 eV
⟨S²⟩ ... 0.753
Energy relative to the best compared isomer or geometry (same formula, charge and spin) ... 46.8 kcal per mole

Last column: natural (NBO) charge in e.
Atoms and positions in Å:
C -0.3083 -2.8876 0.0381  -0.6261
C 0.0021 -1.6458 0.8640  0.1015
C -1.2319 -1.0377 1.5024  -0.6958
O 0.5623 -0.6498 0.0124  -0.7597
H 0.6186 -3.3107 -0.3496  0.1985
H -0.9399 -2.5872 -0.7998  0.2172
H -0.8350 -3.6426 0.6243  0.1909
H 0.7263 -1.9232 1.6413  0.1398
H -1.7961 -1.7860 2.0575  0.1862
H -1.8645 -0.6186 0.7144  0.2199
H -0.9377 -0.2085 2.1431  0.2153
H 1.5172 -0.6434 0.1022  0.4684
C 1.3300 3.1087 -0.6260  -0.4163
C -0.4715 2.1141 -1.7132  -0.4782
N 0.1302 3.2591 -1.3854  -0.6226
H 2.2024 3.5320 -1.1541  0.1408
H 1.5938 2.0513 -0.4418  0.1284
H 1.2243 3.5919 0.3563  0.1467
H -1.4605 2.1338 -2.1635  0.1285
H -0.0617 1.1503 -1.4227  0.1163